# 1
Here is a molecular structure, C11H26Cl2NOP2Ru from the OMol25 dataset. Energies are from wB97M-V/def2-TZVPD.

Structure (XYZ):
```
44
C11H26Cl2NOP2Ru wB97M-V/def2-TZVPD
C -0.919 0.001 -3.315
C -0.984 -0.227 -1.848
H -1.927 0.209 -3.702
H -0.514 -0.904 -3.790
H -0.260 0.844 -3.531
O -1.990 -0.568 -1.248
Cl 1.821 -0.029 -2.433
Ru 0.562 0.073 -0.295
P 0.700 -2.188 -0.383
C -0.484 -2.999 0.736
C 0.428 -3.053 -1.975
H 0.671 -4.117 -1.861
H 2.450 -3.857 -0.090
H 1.082 -2.606 -2.733
H 3.096 -2.229 -0.487
H -1.499 -2.732 0.425
H -0.617 -2.949 -2.287
C 2.357 -2.782 0.103
H -0.354 -4.086 0.687
H 2.508 -2.565 1.165
H -0.305 -2.650 1.758
P 0.487 2.310 -0.575
C -0.667 3.116 0.578
C 2.116 3.084 -0.260
H 0.735 2.692 -2.955
H 0.095 4.141 -2.123
H -0.986 2.760 -2.460
C 0.037 3.046 -2.188
H 2.873 2.481 -0.772
H 2.134 4.112 -0.642
H -0.663 4.200 0.416
H -0.364 2.893 1.606
H 2.312 3.070 0.816
H -1.676 2.725 0.399
Cl 2.241 0.257 1.346
C -2.008 -0.819 4.246
C -1.480 0.439 3.533
C -1.104 0.165 2.174
N -0.635 0.076 1.113
H -2.926 -1.180 3.760
H -2.235 -0.593 5.292
H -1.257 -1.623 4.217
H -2.252 1.225 3.515
H -0.597 0.838 4.065
```

Its total charge is +3. For the HOMO energy (alpha / beta), the calculation gives -20.40 / -20.60 eV. Its LUMO energy (alpha / beta) is -11.747 / -14.989 eV. The gap between HOMO and LUMO (alpha / beta) is 8.65 / 5.61 eV. As for the spin multiplicity: 5.

Atomic partial charges in e from the natural (NBO) method, atoms 1 to 2: number 1, C, carries -0.75; number 2, C, carries 0.56

# 2
Here is a molecular structure, C11H26HgN3O6 from the OMol25 dataset. Energies are from wB97M-V/def2-TZVPD.

Structure (XYZ):
```
47
C11H26HgN3O6 wB97M-V/def2-TZVPD
Hg -7.387 12.403 -22.497
O -6.899 14.565 -22.508
H -7.140 15.291 -23.083
O -8.437 13.173 -20.467
C -8.714 12.023 -19.760
C -8.001 10.700 -20.185
O -8.031 10.406 -21.547
H -9.805 11.815 -19.731
H -8.484 12.157 -18.681
H -8.295 9.873 -19.516
H -6.948 10.840 -19.852
C -4.057 11.388 -22.052
O -5.196 11.767 -21.997
N -3.681 10.133 -21.699
C -2.372 9.635 -22.092
C -4.670 9.162 -21.318
H -3.108 11.937 -22.204
H -1.848 9.189 -21.244
H -1.714 10.439 -22.425
H -2.439 8.907 -22.903
H -5.244 9.552 -20.477
H -5.372 8.863 -22.101
H -4.236 8.217 -20.980
C -5.971 11.140 -25.669
O -6.424 11.681 -24.693
N -5.638 11.796 -26.798
C -5.710 13.240 -26.892
C -5.292 11.040 -27.983
H -5.768 10.064 -25.735
H -4.826 13.631 -26.385
H -6.606 13.602 -26.386
H -5.730 13.559 -27.932
H -5.378 9.971 -27.815
H -5.867 11.357 -28.859
H -4.277 11.278 -28.326
C -10.214 12.556 -24.776
O -9.271 12.539 -24.025
N -10.341 11.993 -25.998
C -11.251 12.467 -26.995
C -9.146 11.292 -26.482
H -11.105 13.158 -24.535
H -10.959 13.374 -27.527
H -12.241 12.611 -26.543
H -11.537 11.684 -27.702
H -8.448 12.094 -26.750
H -8.678 10.811 -25.626
H -9.207 10.596 -27.315
```

Its total charge is -1. For the HOMO energy, the calculation gives -2.15 eV. Its LUMO energy is 2.204 eV. The gap between HOMO and LUMO is 4.35 eV.

Atomic partial charges in e from the natural (NBO) method, atoms 1 to 2: number 1, Hg, carries 1.59; number 2, O, carries -1.28

# 3
Here is a molecular structure, C11H26MnN4O7S from the OMol25 dataset. Energies are from wB97M-V/def2-TZVPD.

Structure (XYZ):
```
50
C11H26MnN4O7S wB97M-V/def2-TZVPD
O -1.203 0.399 -3.203
H -1.445 1.034 -3.897
Mn -0.258 0.119 -0.564
N 0.091 1.579 0.658
N 1.235 0.939 -1.468
N -1.361 -0.874 0.651
N -0.182 -1.596 -1.376
O -0.325 1.634 1.897
O -1.702 -0.441 1.879
O 0.671 -1.897 -2.368
O 1.872 0.375 -2.443
C 1.603 2.176 -1.013
C 0.973 2.526 0.219
C -1.708 -2.131 0.278
C -1.019 -2.549 -0.910
C 1.241 3.733 1.033
H 1.744 3.467 1.974
H 0.302 4.247 1.280
H 1.882 4.427 0.481
C 2.600 3.003 -1.731
H 2.655 2.697 -2.780
H 3.593 2.890 -1.276
H 2.320 4.061 -1.675
C -2.661 -2.974 1.036
C -1.172 -3.876 -1.551
H -3.143 -2.396 1.831
H -2.142 -3.833 1.483
H -3.433 -3.370 0.362
H -0.622 -3.905 -2.496
H -2.233 -4.083 -1.740
H -0.791 -4.663 -0.887
H -1.160 0.501 1.957
H 1.203 -0.998 -2.493
C -1.825 0.951 -1.871
H -1.223 1.790 -1.444
H -2.250 0.106 -1.278
H -2.761 1.489 -2.091
O -4.557 2.596 -1.179
H -4.829 2.082 -0.399
H -4.256 3.445 -0.810
C 1.394 -0.741 3.346
S 2.453 -0.513 1.919
C 3.616 -1.833 2.233
O 1.697 -1.023 0.726
H 2.047 -0.777 4.225
H 0.829 -1.673 3.222
H 0.719 0.121 3.406
H 3.058 -2.774 2.281
H 4.322 -1.844 1.396
H 4.141 -1.622 3.168
```

For the HOMO energy (alpha / beta), the calculation gives -5.36 / -7.06 eV. Its LUMO energy (alpha / beta) is 0.315 / -0.311 eV. The gap between HOMO and LUMO (alpha / beta) is 5.68 / 6.75 eV. As for the spin multiplicity: 6. The energy above the lowest of the compared OMol25 structures with the same formula, charge and spin is 132.3 kJ/mol.

Atomic partial charges in e from the natural (NBO) method, atoms 1 to 2: number 1, O, carries -0.71; number 2, H, carries 0.48

# 4
Here is a molecular structure, C11H26N4OPtSSe2 from the OMol25 dataset. Energies are from wB97M-V/def2-TZVPD.

Structure (XYZ):
```
46
C11H26N4OPtSSe2 wB97M-V/def2-TZVPD
Pt -0.024 0.926 1.101
C 3.719 0.527 0.815
Se 2.368 1.290 1.984
C 2.086 -0.245 3.179
C 1.464 -1.523 2.597
Se -0.423 -1.380 2.057
C -0.415 -2.728 0.659
H 4.610 0.375 1.418
H 3.924 1.267 0.045
H 3.380 -0.395 0.355
H 1.482 0.142 3.998
H 3.076 -0.470 3.572
H 1.458 -2.291 3.369
H 2.025 -1.896 1.741
H -0.207 -3.689 1.123
H 0.337 -2.489 -0.087
H -1.410 -2.743 0.221
C -1.544 3.899 3.344
S -1.847 2.140 3.209
C -2.153 1.743 4.923
O -0.430 1.533 2.982
H -2.481 4.382 3.624
H -1.230 4.259 2.366
H -0.773 4.084 4.090
H -3.071 2.248 5.226
H -1.311 2.074 5.528
H -2.289 0.666 4.995
C -0.461 -2.335 -4.449
C -0.934 -0.908 -4.712
C -2.280 -0.627 -4.051
C 0.121 0.132 -4.316
N 0.412 0.119 -2.874
C -0.200 0.748 -1.876
N 0.409 0.371 -0.764
N 1.381 -0.491 -1.101
N 1.388 -0.641 -2.368
H -1.203 -3.044 -4.812
H -0.327 -2.523 -3.381
H 0.483 -2.545 -4.951
H -1.047 -0.775 -5.790
H -2.239 -0.790 -2.969
H -3.037 -1.307 -4.440
H -2.623 0.393 -4.242
H -0.209 1.141 -4.559
H 1.073 -0.059 -4.807
H -1.026 1.432 -1.973
```

Its total charge is +2. For the HOMO energy (alpha / beta), the calculation gives -14.16 / -14.16 eV. Its LUMO energy (alpha / beta) is -7.525 / -7.525 eV. The gap between HOMO and LUMO (alpha / beta) is 6.64 / 6.64 eV. The energy above the lowest of the compared OMol25 structures with the same formula, charge and spin is 150.5 kJ/mol.

Atomic partial charges in e from the natural (NBO) method, atoms 1 to 2: number 1, Pt, carries 0.71; number 2, C, carries -0.79

# 5
Here is a molecular structure, C11H27As3PtSe4 from the OMol25 dataset. Energies are from wB97M-V/def2-TZVPD.

Structure (XYZ):
```
46
C11H27As3PtSe4 wB97M-V/def2-TZVPD
Pt -1.351 1.621 2.356
C -3.910 -0.199 1.026
As -2.014 -0.394 1.298
C -1.845 -1.978 2.393
C -1.339 -0.778 -0.486
C 0.185 -0.813 -0.704
C 0.841 -1.770 0.291
C 0.744 0.614 -0.576
As 0.709 1.428 1.181
C 1.341 3.221 0.846
C 2.102 0.659 2.272
C 0.435 -1.315 -2.137
As 2.340 -1.332 -2.730
C 2.320 0.352 -3.740
C 2.031 -2.507 -4.259
H -4.245 -1.133 0.571
H -4.112 0.634 0.357
H -4.423 -0.050 1.974
H -1.946 -2.860 1.762
H -2.646 -1.971 3.130
H -0.885 -1.994 2.900
H -1.804 -0.033 -1.138
H -1.780 -1.746 -0.741
H 0.678 -1.476 1.331
H 1.917 -1.832 0.126
H 0.435 -2.776 0.172
H 0.200 1.304 -1.227
H 1.793 0.638 -0.885
H 2.289 3.138 0.312
H 1.498 3.752 1.782
H 0.621 3.756 0.231
H 2.935 0.439 1.603
H 1.775 -0.249 2.769
H 2.411 1.391 3.015
H -0.151 -0.732 -2.854
H 0.083 -2.348 -2.201
H 2.525 1.210 -3.099
H 1.375 0.503 -4.262
H 3.118 0.302 -4.481
H 1.858 -3.524 -3.911
H 2.928 -2.505 -4.877
H 1.184 -2.171 -4.856
Se -2.033 1.474 4.639
Se -3.024 3.357 5.339
Se -3.052 4.829 3.630
Se -2.112 3.864 1.860
```

Its total charge is +2. For the HOMO energy, the calculation gives -13.37 eV. Its LUMO energy is -9.310 eV. The gap between HOMO and LUMO is 4.06 eV.

Atomic partial charges in e from the natural (NBO) method, atoms 1 to 2: number 1, Pt, carries 0.13; number 2, C, carries -0.95

# 6
Here is a molecular structure, C11H27BFINO3SSi2 from the OMol25 dataset. Energies are from wB97M-V/def2-TZVPD.

Structure (XYZ):
```
48
C11H27BFINO3SSi2 wB97M-V/def2-TZVPD
O -1.119 2.628 5.732
C -0.007 2.320 5.544
C 0.316 1.377 4.392
B 1.686 1.627 3.685
C 2.735 2.755 4.012
C 3.497 2.559 5.345
C 4.034 1.154 5.616
I 5.654 0.597 4.299
S 2.048 0.392 2.298
O 1.149 0.787 1.282
O 1.838 -0.938 2.733
F 3.495 0.603 1.709
H 0.771 2.743 6.209
H -0.461 1.550 3.635
H 0.193 0.330 4.684
H 3.394 2.894 3.154
H 2.160 3.684 4.119
H 2.932 2.885 6.219
H 4.371 3.211 5.302
H 3.271 0.379 5.667
H 4.499 1.174 6.598
C -4.730 -1.168 -4.694
Si -3.068 -1.707 -3.957
C -2.288 -2.885 -5.220
C -3.480 -2.707 -2.401
N -2.134 -0.340 -3.649
Si -0.581 -0.385 -2.991
C 0.668 -1.315 -4.071
C -0.518 -1.133 -1.253
C 0.070 1.387 -2.831
H -5.358 -2.043 -4.905
H -5.268 -0.523 -3.996
H -4.578 -0.624 -5.628
H -3.016 -3.640 -5.546
H -1.435 -3.421 -4.799
H -1.955 -2.335 -6.102
H -3.859 -2.053 -1.614
H -2.608 -3.243 -2.023
H -4.251 -3.459 -2.617
H 0.499 -2.393 -4.051
H 1.692 -1.141 -3.714
H 0.611 -0.972 -5.106
H -1.279 -0.683 -0.613
H 0.460 -0.950 -0.792
H -0.669 -2.214 -1.271
H -0.574 1.975 -2.174
H 0.112 1.872 -3.809
H 1.081 1.386 -2.406
```

Its total charge is -1. For the HOMO energy, the calculation gives -3.17 eV. Its LUMO energy is 0.871 eV. The gap between HOMO and LUMO is 4.04 eV.

Atomic partial charges in e from the natural (NBO) method, atoms 1 to 2: number 1, O, carries -0.49; number 2, C, carries 0.46

What did the fifth record say?
Here is a molecular structure, C11H27As3PtSe4 from the OMol25 dataset. Energies are from wB97M-V/def2-TZVPD.

Structure (XYZ):
```
46
C11H27As3PtSe4 wB97M-V/def2-TZVPD
Pt -1.351 1.621 2.356
C -3.910 -0.199 1.026
As -2.014 -0.394 1.298
C -1.845 -1.978 2.393
C -1.339 -0.778 -0.486
C 0.185 -0.813 -0.704
C 0.841 -1.770 0.291
C 0.744 0.614 -0.576
As 0.709 1.428 1.181
C 1.341 3.221 0.846
C 2.102 0.659 2.272
C 0.435 -1.315 -2.137
As 2.340 -1.332 -2.730
C 2.320 0.352 -3.740
C 2.031 -2.507 -4.259
H -4.245 -1.133 0.571
H -4.112 0.634 0.357
H -4.423 -0.050 1.974
H -1.946 -2.860 1.762
H -2.646 -1.971 3.130
H -0.885 -1.994 2.900
H -1.804 -0.033 -1.138
H -1.780 -1.746 -0.741
H 0.678 -1.476 1.331
H 1.917 -1.832 0.126
H 0.435 -2.776 0.172
H 0.200 1.304 -1.227
H 1.793 0.638 -0.885
H 2.289 3.138 0.312
H 1.498 3.752 1.782
H 0.621 3.756 0.231
H 2.935 0.439 1.603
H 1.775 -0.249 2.769
H 2.411 1.391 3.015
H -0.151 -0.732 -2.854
H 0.083 -2.348 -2.201
H 2.525 1.210 -3.099
H 1.375 0.503 -4.262
H 3.118 0.302 -4.481
H 1.858 -3.524 -3.911
H 2.928 -2.505 -4.877
H 1.184 -2.171 -4.856
Se -2.033 1.474 4.639
Se -3.024 3.357 5.339
Se -3.052 4.829 3.630
Se -2.112 3.864 1.860
```

Its total charge is +2. For the HOMO energy, the calculation gives -13.37 eV. Its LUMO energy is -9.310 eV. The gap between HOMO and LUMO is 4.06 eV.

Atomic partial charges in e from the natural (NBO) method, atoms 1 to 2: number 1, Pt, carries 0.13; number 2, C, carries -0.95